This record from the Open Molecules 2025 dataset describes a cluster of 4 separate species, C33H43B3Br2O15 in total. The level of theory is ωB97M-V/def2-TZVPD.

Geometry as XYZ:
```
96
Properties=species:S:1:pos:R:3:forces:R:3:mulliken_charge:R:1
C -0.0056 4.2340 -0.5775 0.3 0.3 0.2 -1.330
C 0.6764 3.4415 0.5521 -0.6 -0.5 -0.5 -0.355
C -0.3242 2.5879 1.3619 0.2 0.0 0.4 0.320
C -0.3492 2.8500 2.8874 -0.2 -0.1 -0.3 -0.984
C 0.0628 1.6513 3.7561 -0.3 0.0 0.1 -0.585
C -1.1448 0.9107 4.3313 -0.1 -0.1 -0.1 -1.097
C -1.8425 0.0454 3.2805 0.0 0.0 0.5 0.703
C -3.1412 -0.5908 3.8118 -0.1 0.4 -0.1 -1.062
B -4.3041 -0.5662 2.7660 0.4 -0.8 0.4 0.157
O -5.6157 -0.4000 3.1753 0.3 0.7 -0.4 -0.192
B -6.3948 0.2010 2.1944 -0.6 -0.7 0.1 0.377
C -7.1627 1.5191 2.5018 0.2 -0.2 0.3 -1.016
C -6.1004 2.6329 2.6905 -0.2 0.3 0.0 1.448
C -5.5840 3.1556 1.3328 0.0 -0.4 0.2 -0.850
C -6.6724 3.7644 3.5468 0.1 -0.3 -0.2 -1.898
O -6.3053 -0.3348 0.9150 0.2 0.9 -0.1 -0.389
B -4.9937 -0.3968 0.4889 -0.1 -0.8 -0.3 0.404
C -4.7136 -0.1350 -1.0487 0.1 0.4 0.5 -0.465
Br -4.8678 -1.8505 -1.9531 0.0 -0.1 0.0 -0.120
C -3.4610 0.6308 -1.4378 0.0 -0.2 -0.9 0.372
C -3.3495 0.8338 -2.9534 0.0 -0.4 0.3 -1.367
Br -1.8282 -0.2723 -0.8649 0.2 0.2 0.3 -0.110
O -4.0083 -0.6570 1.4067 -0.2 0.6 0.1 -0.328
H 0.5024 5.1833 -0.7428 0.0 0.1 -0.1 0.366
H 0.0310 3.6889 -1.5174 -0.2 -0.1 -0.1 0.263
H -1.0441 4.4559 -0.3404 -0.1 0.0 0.0 0.355
H 1.3601 2.7510 0.0614 0.4 0.1 0.2 0.223
H 1.2469 4.1014 1.2002 0.0 0.1 0.1 0.365
H -0.0979 1.5328 1.2172 0.0 -0.1 -0.1 0.260
H -1.3259 2.7257 0.9554 -0.1 0.0 -0.1 -0.340
H 0.2612 3.7221 3.1176 0.1 0.0 0.0 0.597
H -1.3698 3.1241 3.1627 0.0 0.1 0.1 0.345
H 0.6159 0.9270 3.1533 0.3 0.1 0.0 0.389
H 0.7242 1.9737 4.5554 0.0 0.0 0.1 0.270
H -1.8728 1.6327 4.7111 0.0 0.1 0.1 0.408
H -0.8561 0.2903 5.1820 0.1 -0.1 0.0 0.334
H -2.0759 0.6676 2.4169 0.1 0.0 -0.2 -0.381
H -1.1389 -0.7257 2.9673 0.0 0.0 -0.3 0.317
H -2.9858 -1.5954 4.2063 0.1 -0.1 0.0 0.302
H -3.4942 0.0031 4.6597 0.0 -0.1 0.1 0.309
H -7.8572 1.7915 1.7114 -0.1 0.1 0.0 0.282
H -7.7011 1.4032 3.4434 -0.1 0.0 0.0 0.275
H -5.2536 2.2235 3.2461 0.0 -0.1 0.0 -0.095
H -4.5421 2.8697 1.1849 0.1 0.1 -0.1 -0.145
H -6.1548 2.7356 0.5050 -0.1 0.0 -0.1 0.220
H -5.6664 4.2372 1.2761 0.1 0.1 -0.1 0.529
H -6.9157 3.3896 4.5387 -0.1 0.1 0.1 0.429
H -7.5839 4.1410 3.0839 -0.1 0.2 0.0 0.366
H -5.9522 4.5740 3.6457 0.0 0.1 0.0 0.471
H -5.5538 0.4589 -1.4075 -0.1 -0.1 -0.2 0.392
H -3.4859 1.6158 -0.9769 0.1 -0.1 0.4 0.279
H -2.7095 1.6799 -3.1824 0.0 0.1 0.0 0.372
H -2.9145 -0.0542 -3.4033 0.0 -0.1 -0.1 0.295
H -4.3447 0.9654 -3.3752 0.0 0.2 -0.1 0.387
C 5.0171 4.0369 4.3125 -0.1 -0.1 0.0 -1.207
C 6.1656 4.5072 3.8073 -0.1 0.0 0.2 0.383
C 6.5850 4.2415 2.3830 -0.2 -0.2 -0.3 1.061
O 7.6385 4.7277 2.0163 0.1 0.1 0.1 -0.624
C 5.7217 3.4320 1.5458 0.1 0.1 0.0 -0.900
C 4.5747 2.9573 2.0516 0.1 0.0 -0.2 0.343
C 4.1453 3.2424 3.4692 0.2 0.2 0.3 1.028
O 3.0769 2.7837 3.8274 -0.1 -0.1 -0.1 -0.457
O 3.7249 2.2127 1.3628 0.0 0.0 0.1 -0.588
O 7.0245 5.2399 4.4980 0.0 0.0 0.0 -0.582
H 4.7071 4.2251 5.3304 0.0 0.0 0.0 0.457
H 6.0361 3.2364 0.5306 0.0 0.0 0.0 0.447
H 2.9830 2.0136 1.9677 -0.1 0.0 0.0 0.227
H 7.7583 5.4437 3.8867 0.0 0.0 -0.1 0.366
C 1.4545 -4.2205 -3.8479 0.0 -0.2 0.1 -0.938
C 0.6829 -3.1319 -3.7244 0.1 0.0 0.0 0.422
C -0.8214 -3.2106 -3.7158 -0.2 -0.3 0.0 0.899
O -1.4303 -2.1663 -3.5868 0.0 0.1 -0.1 -0.468
C -1.4500 -4.5118 -3.8576 -0.1 0.1 0.0 -1.075
C -0.6792 -5.6000 -3.9804 -0.2 0.0 0.0 0.190
C 0.8268 -5.5200 -3.9716 0.2 0.3 0.0 1.131
O 1.4350 -6.5748 -4.0651 -0.1 -0.1 0.0 -0.649
O -1.1599 -6.8283 -4.1142 0.0 0.0 0.0 -0.599
O 1.1611 -1.9027 -3.5977 0.0 0.0 0.0 -0.636
H 2.5320 -4.1866 -3.8503 -0.1 0.1 0.0 0.595
H -2.5298 -4.5575 -3.8583 0.0 0.0 0.0 0.462
H -0.3829 -7.4157 -4.1750 0.1 0.0 0.0 0.349
H 0.3830 -1.3181 -3.5098 -0.1 0.0 0.0 0.336
C 7.0696 -7.1830 -4.6741 0.2 0.0 0.0 -0.984
C 5.7994 -6.7720 -4.5470 0.0 -0.2 0.0 0.360
C 5.4008 -5.3350 -4.7690 0.1 0.1 0.0 0.960
O 4.2170 -5.0870 -4.6344 0.1 0.1 -0.1 -0.515
C 6.4195 -4.3673 -5.1151 -0.2 0.0 0.0 -1.144
C 7.6889 -4.7796 -5.2402 -0.1 0.1 0.0 0.395
C 8.0913 -6.2207 -5.0354 -0.2 -0.3 0.1 1.079
O 9.2679 -6.4909 -5.1883 0.1 0.1 0.0 -0.625
O 8.6923 -3.9766 -5.5508 0.0 0.0 0.0 -0.574
O 4.7967 -7.5716 -4.2264 0.0 0.0 0.0 -0.558
H 7.3693 -8.2096 -4.5199 0.0 0.0 0.0 0.432
H 6.1209 -3.3388 -5.2601 0.0 0.0 0.0 0.451
H 9.4904 -4.5394 -5.5772 0.1 -0.1 0.0 0.368
H 3.9800 -7.0283 -4.2165 0.0 0.0 0.0 0.312
```
Positions in Å, forces in eV/Å.

Calculated values
lowest unoccupied orbital energy: -1.4866 eV
spin multiplicity: 1
SMILES: CCCCCCCCB1OB(CC(C)C)OB([C@H](Br)[C@H](C)Br)O1.O=C1C=C(O)C(=O)C=C1O.O=C1C=C(O)C(=O)C=C1O.O=C1C=C(O)C(=O)C=C1O
E_tot: -7634.74989 a.u.
charge: 0
HOMO-LUMO gap: 8.02 eV